Molecular formula: C5H5N
Method: DFT, ωB97M-V/def2-TZVPD

Last column: natural (NBO) charge in e.
Cartesian coordinates (Å):
C: -0.233 1.149 0.027  -0.187
C: -1.295 0.315 0.319  -0.312
C: -0.945 -1.013 -0.030  0.125
N: 0.202 -1.520 0.360  -0.410
C: 1.242 -0.702 0.279  0.037
C: 1.012 0.557 -0.273  -0.336
H: -0.346 2.233 -0.004  0.235
H: -2.256 0.585 0.749  0.233
H: -1.288 -1.476 -0.953  0.194
H: 2.216 -1.112 0.526  0.202
H: 1.707 0.988 -0.973  0.219

HOMO energy (spin up / spin down): -0.3004 / -0.3004 hartree
Total energy: -248.17641 hartree
LUMO (spin up / spin down): 0.23 / 0.22 eV
Relative energy (zero: lowest compared OMol25 entry of this formula, charge and spin): 258.94 kJ/mol